# C25H19Br2ClN5O5S4V

C25H19Br2ClN5O5S4V as an isolated structure (wB97M-V/def2-TZVPD, the Open Molecules 2025 dataset).

XYZ file:
```
62
Properties=species:S:1:pos:R:3:forces:R:3:mulliken_charge:R:1
V 0.033 1.230 -0.105 -0.5 -0.8 -0.7 1.017
O 0.131 2.954 2.252 0.1 0.5 0.1 -0.547
Cl 0.281 1.604 2.662 0.1 -0.2 0.6 1.456
O 0.892 1.477 3.931 0.1 -0.2 -0.1 -0.718
O -0.981 0.916 2.580 0.3 -0.1 0.0 -0.571
O 1.178 0.944 1.626 -0.6 0.5 -0.2 -0.324
C 0.552 -1.867 2.217 0.0 0.0 0.0 -1.429
C -0.361 -2.064 1.046 0.0 -0.1 0.0 0.899
C -0.863 -3.376 0.847 0.0 0.1 0.0 -0.907
C -1.705 -3.654 -0.180 0.0 0.0 0.0 -1.162
C -2.077 -2.618 -1.061 -0.1 -0.1 0.0 0.820
C -2.931 -2.778 -2.181 0.0 0.0 0.0 -0.026
Br -3.670 -4.477 -2.575 0.0 0.0 0.0 -0.225
C -3.232 -1.725 -2.991 0.0 0.0 0.1 -0.308
C -2.692 -0.456 -2.718 -0.1 0.0 -0.1 -0.300
Br -3.114 0.988 -3.854 0.0 0.0 0.1 -0.159
C -1.861 -0.241 -1.643 0.1 0.1 0.0 0.068
O -1.355 0.934 -1.353 0.3 0.0 0.5 -0.381
C -1.545 -1.344 -0.799 0.0 0.0 0.1 0.070
N -0.699 -1.068 0.247 -0.1 0.0 -0.1 0.586
H 0.909 -2.835 2.565 0.0 0.0 0.0 0.459
H 0.015 -1.383 3.034 0.0 0.0 0.0 0.302
H 1.401 -1.245 1.964 0.0 0.0 0.0 0.035
H -0.554 -4.155 1.531 0.0 0.0 0.0 0.493
H -2.088 -4.654 -0.333 0.0 0.0 0.0 0.349
H -3.883 -1.850 -3.844 0.0 0.0 0.0 0.426
N 3.537 1.376 -0.034 0.0 0.1 -0.1 -0.268
C 3.100 0.201 -0.480 0.1 0.1 -0.1 0.625
S 1.684 0.114 -1.438 0.3 -0.4 -0.1 -0.339
N 3.860 -0.870 -0.210 0.0 -0.1 0.0 -0.262
C 3.483 -2.251 -0.314 0.0 0.1 0.0 0.154
C 3.087 -2.813 -1.519 0.0 0.0 0.1 -0.177
C 2.721 -4.150 -1.551 0.0 0.0 0.0 -0.703
C 2.785 -4.926 -0.403 0.0 0.0 0.0 -0.507
C 3.222 -4.365 0.787 0.0 0.0 0.0 -0.607
C 3.566 -3.023 0.835 -0.1 -0.1 0.0 -0.263
H 2.974 2.198 -0.227 0.1 -0.1 0.1 0.072
H 4.225 1.440 0.700 0.0 0.0 0.0 0.231
H 4.705 -0.700 0.319 0.0 0.0 0.0 0.286
H 3.063 -2.216 -2.416 0.0 0.1 0.0 0.568
H 2.396 -4.589 -2.485 0.0 0.0 0.0 0.424
H 2.505 -5.971 -0.440 0.0 0.0 0.0 0.429
H 3.287 -4.967 1.684 0.0 0.0 0.0 0.409
H 3.878 -2.568 1.768 0.0 0.0 0.0 0.332
S -2.974 6.866 1.389 0.0 0.0 0.0 -0.330
C -2.118 5.624 0.735 -0.1 0.0 -0.1 0.229
S -0.556 5.789 -0.036 0.0 0.0 0.0 -0.125
C -0.530 4.088 -0.352 0.1 -0.1 0.1 0.467
N -1.566 3.454 0.072 0.1 0.0 -0.1 -0.208
N -2.460 4.313 0.652 0.0 -0.1 0.2 0.224
C -3.644 3.732 1.208 0.0 0.0 0.0 -0.035
C -4.887 4.172 0.787 0.0 0.0 0.0 -0.389
C -6.022 3.578 1.315 0.0 0.0 0.0 -0.630
C -5.907 2.552 2.242 0.0 0.0 0.0 -0.415
C -4.653 2.119 2.651 0.0 0.0 0.0 -0.838
C -3.511 2.714 2.137 0.0 0.0 0.0 0.182
S 0.784 3.187 -1.063 0.0 0.3 0.0 -0.455
H -4.958 4.972 0.064 0.0 0.0 0.0 0.459
H -6.999 3.915 0.996 0.0 0.0 0.0 0.374
H -6.797 2.089 2.648 0.0 0.0 0.0 0.393
H -4.559 1.318 3.372 0.0 0.0 0.0 0.421
H -2.526 2.389 2.441 -0.2 0.1 0.0 0.348
```
Positions in Å, forces in eV/Å.

The HOMO energy (alpha / beta) is -7.74 / -7.75 eV. The value obtained for the frontier orbital gap (alpha / beta) is 6.9536 / 7.3095 eV. As for the expectation value of S²: 2.0208. Its net charge is 0. The calculation puts the relative energy (zero: lowest compared OMol25 entry of this formula, charge and spin) at 148.3 kJ/mol. The LUMO energy (alpha / beta) is -0.786 / -0.436 eV. The spin multiplicity is 3.